# 1
# C4H11N2O

The ion C4H11N2O with charge +1 at a distorted geometry (the ωB97M-V functional and the def2-TZVPD basis, the Open Molecules 2025 dataset).

As for the SMILES: NCCCC(=[NH2+])O. The HOMO-LUMO gap comes out at 7.9099 eV. The max |F| comes out at 4.56 eV/A. The energy above the lowest of the compared OMol25 structures with the same formula, charge and spin comes out at 55.9 kcal/mol. The highest occupied orbital energy comes out at -12.04 eV. As for the net charge: +1. The total energy is -9346.4323 eV.

Each line ends with the Mulliken charge.
Cartesian coordinates (Å):
1 C -0.637 0.092 0.511  -0.361
2 C 0.524 -0.309 -0.475  -0.588
3 C -1.878 -0.641 0.098  -0.527
4 C 1.984 0.063 -0.119  0.564
5 N 2.702 0.986 -0.711  -0.345
6 N -3.126 0.137 0.203  -0.557
7 O 2.458 -0.651 0.844  -0.353
8 H -0.401 -0.202 1.568  0.289
9 H -1.045 1.190 0.558  0.262
10 H 0.555 -1.438 -0.452  0.327
11 H 0.249 0.220 -1.389  0.316
12 H -1.880 -1.074 -0.929  0.349
13 H -2.197 -1.674 0.525  0.350
14 H 2.407 1.454 -1.575  0.279
15 H 3.728 1.081 -0.655  0.244
16 H -3.680 0.151 1.017  0.188
17 H -3.109 1.071 -0.177  0.205
18 H 3.346 -0.457 1.158  0.358


# 2
# C4H11N2O

A structure of composition C4H11N2O at a distorted geometry (the ωB97M-V functional and the def2-TZVPD basis, the Open Molecules 2025 dataset).

The HOMO-LUMO gap comes out at 10.0770 eV. The max |F| comes out at 5.34 eV/A. The energy above the lowest of the compared OMol25 structures with the same formula, charge and spin comes out at 84.8 kcal/mol. The highest occupied orbital energy comes out at -13.34 eV. As for the net charge: +1. The total energy is -9345.1782 eV.

Each line ends with the Mulliken charge.
Cartesian coordinates (Å):
1 C 2.792 -0.745 -0.470  -0.822
2 C 1.604 -0.876 0.146  -0.253
3 C 0.301 -0.929 -0.526  -0.683
4 C -0.705 0.262 0.452  0.509
5 N -0.122 1.312 1.052  -0.380
6 N -1.969 0.760 -0.849  -0.562
7 O -1.585 -0.514 1.084  -0.436
8 H 3.630 -0.906 0.063  0.355
9 H 2.731 -0.496 -1.537  0.202
10 H 1.589 -0.942 1.194  0.452
11 H -0.267 -1.741 -0.220  0.402
12 H 0.423 -0.689 -1.548  0.485
13 H 0.814 1.647 0.875  0.238
14 H -0.797 1.912 1.470  0.216
15 H -2.889 0.516 -0.335  0.361
16 H -1.966 1.601 -1.357  0.256
17 H -1.755 -0.126 -1.399  0.348
18 H -1.828 -0.046 1.906  0.313


Copy entry 1 word for word.
# C4H11N2O

The ion C4H11N2O with charge +1 at a distorted geometry (the ωB97M-V functional and the def2-TZVPD basis, the Open Molecules 2025 dataset).

As for the SMILES: NCCCC(=[NH2+])O. The HOMO-LUMO gap comes out at 7.9099 eV. The max |F| comes out at 4.56 eV/A. The energy above the lowest of the compared OMol25 structures with the same formula, charge and spin comes out at 55.9 kcal/mol. The highest occupied orbital energy comes out at -12.04 eV. As for the net charge: +1. The total energy is -9346.4323 eV.

Each line ends with the Mulliken charge.
Cartesian coordinates (Å):
1 C -0.637 0.092 0.511  -0.361
2 C 0.524 -0.309 -0.475  -0.588
3 C -1.878 -0.641 0.098  -0.527
4 C 1.984 0.063 -0.119  0.564
5 N 2.702 0.986 -0.711  -0.345
6 N -3.126 0.137 0.203  -0.557
7 O 2.458 -0.651 0.844  -0.353
8 H -0.401 -0.202 1.568  0.289
9 H -1.045 1.190 0.558  0.262
10 H 0.555 -1.438 -0.452  0.327
11 H 0.249 0.220 -1.389  0.316
12 H -1.880 -1.074 -0.929  0.349
13 H -2.197 -1.674 0.525  0.350
14 H 2.407 1.454 -1.575  0.279
15 H 3.728 1.081 -0.655  0.244
16 H -3.680 0.151 1.017  0.188
17 H -3.109 1.071 -0.177  0.205
18 H 3.346 -0.457 1.158  0.358